1.
The following is a DFT calculation (the ωB97M-V functional and the def2-TZVPD basis) of a molecular structure, C32H23ClCsIN8O.

```
67
Properties=species:S:1:pos:R:3:forces:R:3
Cs 0.1207 0.7361 -0.9549 0.2 -0.7 -0.2
N -2.0060 0.3197 3.6888 0.1 -0.1 -0.1
C -1.2381 0.2608 2.5835 0.0 0.2 -0.1
N -1.6459 0.0140 1.3887 -0.2 -0.2 -0.1
C -2.9982 -0.2503 1.1796 -0.2 0.0 0.3
N -3.5404 -0.4716 0.0340 0.2 0.1 0.0
N -2.6714 -0.5312 -1.0458 0.0 -0.1 -0.1
C -3.1931 -0.1065 -2.1255 -0.2 0.0 0.0
C -2.5291 -0.1557 -3.4483 0.1 0.0 0.2
C -3.3133 0.0564 -4.5761 0.0 0.0 -0.1
C -2.7223 -0.0192 -5.8274 -0.1 0.0 0.0
C -1.3724 -0.3004 -5.9096 0.1 0.0 0.0
C -0.6666 -0.4864 -4.7275 0.0 0.0 0.0
N -1.2166 -0.4126 -3.5224 -0.2 -0.1 0.0
C -3.8936 -0.2521 2.3556 -0.1 0.0 0.0
C -5.2583 -0.5401 2.2582 0.1 0.0 0.0
C -6.0625 -0.5216 3.3768 0.0 0.0 0.0
C -5.5184 -0.2094 4.6238 0.0 0.0 0.0
C -4.1756 0.0761 4.7458 0.0 0.0 0.0
C -3.3707 0.0499 3.6088 0.1 0.0 0.1
H -1.5743 0.5579 4.5655 -0.1 0.0 0.1
H -0.1827 0.4681 2.7414 0.0 0.0 0.0
H -4.2063 0.3011 -2.1050 0.0 -0.1 -0.1
H -4.3679 0.2726 -4.4696 0.0 0.0 0.0
H -3.3120 0.1397 -6.7206 0.0 0.0 0.0
H -0.8653 -0.3695 -6.8617 0.0 0.0 0.0
H 0.3969 -0.6998 -4.7487 0.0 0.0 0.0
H -5.6594 -0.7718 1.2819 0.0 0.0 0.0
H -7.1167 -0.7457 3.2876 0.0 0.0 0.0
H -6.1505 -0.1901 5.5016 0.0 0.0 0.0
H -3.7475 0.3178 5.7107 0.0 0.0 0.0
N 3.5422 -0.8980 -0.8930 0.1 0.0 0.1
C 3.7032 -2.2611 -0.9101 -0.1 0.0 0.0
C 4.9151 -2.9052 -0.8404 0.0 0.0 0.0
C 4.9779 -4.3132 -0.8022 0.0 0.0 0.0
C 3.8523 -5.0860 -0.8305 0.0 0.1 0.0
C 2.5871 -4.4529 -0.9132 0.0 -0.2 0.0
C 1.3638 -5.1645 -0.9577 0.0 0.0 0.0
C 0.1874 -4.4814 -1.0505 0.0 0.1 0.0
C 0.2213 -3.0696 -1.1093 -0.1 -0.1 0.0
N 1.3294 -2.3770 -1.0670 0.0 -0.1 0.0
C 2.5074 -3.0506 -0.9615 0.0 0.1 0.0
H 4.3042 -0.3022 -1.1628 0.0 0.0 0.0
H 2.6130 -0.5968 -1.1325 0.2 0.1 0.0
H 5.8314 -2.3289 -0.8037 0.0 0.0 0.0
H 5.9516 -4.7834 -0.7446 0.0 0.0 0.0
H 3.9059 -6.1661 -0.7949 0.0 0.0 0.0
H 1.3796 -6.2473 -0.9183 0.0 0.0 0.0
H -0.7654 -4.9916 -1.0869 0.0 0.0 0.0
H -0.7059 -2.5092 -1.1983 0.0 0.0 0.0
Cl 3.5856 6.7884 2.7134 0.0 0.0 0.0
C 2.7053 5.7293 1.6404 0.0 -0.3 0.0
C 1.8759 6.2556 0.6967 -0.1 0.0 -0.1
C 1.1521 5.4335 -0.1839 0.4 0.2 0.5
I -0.0731 6.3555 -1.5656 -0.2 0.0 -0.3
C 1.2256 4.0346 -0.1614 0.0 -0.2 -0.1
O 0.5880 3.2705 -0.9443 0.2 0.8 0.1
C 2.1251 3.4869 0.8699 0.0 0.0 0.0
N 2.2300 2.1342 0.9363 -0.1 0.1 -0.1
C 3.0308 1.5936 1.8225 0.0 0.0 0.1
C 3.7904 2.3414 2.7389 0.0 0.0 0.0
C 3.6963 3.7037 2.7004 0.0 -0.1 0.0
C 2.8542 4.3217 1.7513 0.0 0.3 0.1
H 1.7719 7.3301 0.6227 0.0 0.0 0.0
H 3.1003 0.5086 1.8191 0.0 0.0 0.0
H 4.4349 1.8395 3.4482 0.0 0.0 0.0
H 4.2626 4.3216 3.3836 0.0 0.0 0.0
```
Positions in Å, forces in eV/Å.

As for the molecular weight: 830.85 g/mol. For the energy relative to the best compared isomer or geometry (same formula, charge and spin), the calculation gives 20.2 kcal/mol. Its LUMO energy is -0.01845 Eh. The calculation puts the gap between HOMO and LUMO at 5.768 eV. The spin multiplicity is 1.

Atom charges from the Löwdin analysis, given in e for atoms 1 to 4:
1 Cs 1.20
2 N 0.12
3 C -0.15
4 N 0.04



2.
The following is a DFT calculation (the ωB97M-V functional and the def2-TZVPD basis) of 4 unconnected molecules or ions with the total composition C2H11NO3 at a distorted geometry.

```
17
Properties=species:S:1:pos:R:3:forces:R:3
C -2.2635 -1.3991 0.6584 -1.2 0.1 -2.0
C -3.2321 -0.7373 -0.0346 3.4 0.2 1.5
N -2.7047 -0.0098 -1.1215 -4.4 0.7 1.2
H -1.3351 -1.4139 0.1586 1.1 -0.2 -0.3
H -2.3434 -2.1400 1.3852 -0.6 -0.6 1.5
H -4.0410 -0.4591 0.6191 -1.2 0.3 -1.0
H -1.8133 -0.2431 -1.3793 2.3 -0.4 -1.0
H -3.2999 0.5547 -1.7021 0.4 -0.2 0.0
H 0.6549 -1.2899 0.4164 -3.1 -3.7 -0.4
H 0.8723 -0.0161 1.4152 -0.4 -1.2 -0.6
O 1.1477 -0.5797 0.6372 3.8 4.9 1.0
H 4.1417 1.3144 -0.2475 -1.5 1.0 -0.4
H 4.1061 -0.2169 0.1368 0.3 1.4 -0.2
O 4.6734 0.5824 -0.0269 1.2 -2.4 0.6
H 1.6358 1.2669 -0.2940 0.1 -3.7 1.4
H 2.1883 2.6559 -0.0558 1.0 0.7 1.2
O 1.6127 2.1307 -0.5653 -1.2 3.0 -2.7
```
Positions in Å, forces in eV/Å.

As for the molecular weight: 97.11 g/mol. For the energy relative to the best compared isomer or geometry (same formula, charge and spin), the calculation gives 38.2 kcal/mol. Its LUMO energy (spin up / spin down) is 0.13592 / 0.13135 Eh. Its net charge is -1. The calculation puts the gap between HOMO and LUMO (spin up / spin down) at 2.861 / 8.600 eV. The spin multiplicity is 2.

Atom charges from the Löwdin analysis, given in e for atoms 1 to 4:
1 C -0.12
2 C -0.28
3 N 0.01
4 H -0.02



3.
The following is a DFT calculation (the ωB97M-V functional and the def2-TZVPD basis) of 2 unconnected molecules or ions with the total composition C2H6NO3 at a distorted geometry.

```
12
Properties=species:S:1:pos:R:3:forces:R:3
O -2.1889 -0.4969 -0.2150 -0.5 -0.1 -0.1
C -0.9843 -0.2294 -0.1917 0.3 -0.3 -0.1
O -0.3861 0.6011 0.5421 -0.1 0.2 0.3
C -0.0388 -0.9500 -1.1868 0.9 0.6 1.4
N 1.2059 -1.4534 -0.5077 -0.5 -0.1 0.1
H -0.5162 -1.7940 -1.6574 -0.3 0.1 -0.6
H 0.2907 -0.1181 -1.8101 -0.2 -0.4 -0.8
H 1.0725 -2.4477 -0.4106 0.1 -0.4 0.0
H 1.1747 -1.1183 0.4558 0.1 0.4 -0.3
H 1.8992 2.6407 0.5634 0.1 0.0 0.1
H 0.9114 1.5992 1.0422 0.2 -0.2 0.2
O 1.7344 2.0743 1.3241 -0.2 0.2 -0.3
```
Positions in Å, forces in eV/Å.

As for the molecular weight: 92.07 g/mol. For the energy relative to the best compared isomer or geometry (same formula, charge and spin), the calculation gives 11.5 kcal/mol. Its LUMO energy is 0.15630 Eh. Its net charge is -1. The calculation puts the gap between HOMO and LUMO at 8.493 eV. The spin multiplicity is 1.

Atom charges from the Löwdin analysis, given in e for atoms 1 to 4:
1 O -0.06
2 C -0.74
3 O -0.10
4 C -0.20



4.
The following is a DFT calculation (the ωB97M-V functional and the def2-TZVPD basis) of a gas-phase ion, C4H10NSi (charge +1) at a distorted geometry.

```
16
Properties=species:S:1:pos:R:3:forces:R:3
C -1.0643 0.0613 0.6801 4.1 -3.5 -1.8
C -0.1923 -0.8417 -1.8632 -1.5 2.3 2.7
C -2.2700 0.7039 1.0544 -1.8 1.7 -0.3
C 2.8037 0.2582 0.6503 3.7 0.8 2.9
N 0.3609 0.2989 -0.9422 -3.2 -2.3 0.1
Si 1.0066 0.1656 0.5432 -2.6 -0.2 -1.1
H -1.3241 -0.9898 0.3410 1.2 1.0 0.6
H -0.1538 -0.4253 -2.7778 1.6 0.7 -3.7
H 0.2681 -1.8015 -1.6776 -0.2 0.0 -0.2
H -1.3198 -0.7281 -1.8844 1.0 -1.0 1.1
H -3.1854 0.4024 0.3961 1.8 1.3 -0.4
H -2.8354 0.0318 1.7969 1.6 1.4 0.6
H -2.0098 1.8222 1.1584 -1.8 -1.7 0.6
H 3.7152 0.1108 -0.0640 -2.6 0.3 0.1
H 2.9716 1.3284 1.0923 -0.2 -1.5 -0.6
H 3.2287 -0.3971 1.4965 -1.0 0.9 -0.6
```
Positions in Å, forces in eV/Å.

As for the molecular weight: 100.22 g/mol. For the energy relative to the best compared isomer or geometry (same formula, charge and spin), the calculation gives 155.1 kcal/mol. Its LUMO energy (spin up / spin down) is -0.19881 / -0.19880 Eh. Its net charge is +1. The calculation puts the gap between HOMO and LUMO (spin up / spin down) at 7.748 / 7.753 eV. The spin multiplicity is 1.

Atom charges from the Löwdin analysis, given in e for atoms 1 to 4:
1 C -0.17
2 C -0.09
3 C -0.16
4 C -0.22



5.
The following is a DFT calculation (the ωB97M-V functional and the def2-TZVPD basis) of a molecular structure, C31H20AsAuN3O4Se.

```
61
Properties=species:S:1:pos:R:3:forces:R:3
Au 0.5383 0.7630 0.4240 0.0 0.1 0.4
O 4.0426 1.2961 2.2487 0.0 0.1 0.0
C 2.9230 1.3945 1.8411 0.0 0.2 -0.1
O 2.4593 0.6272 0.8487 -0.1 -0.4 0.1
C 1.9301 2.3879 2.3744 0.1 -0.1 0.1
C 2.2942 3.3594 3.2736 0.0 0.0 0.0
C 1.3025 4.2141 3.7505 0.0 0.0 0.0
C -0.0070 4.0125 3.3596 0.0 0.0 0.1
C -0.3185 2.9728 2.4904 -0.1 0.0 -0.1
N 0.6568 2.2232 1.9758 0.1 0.3 -0.2
C -1.7826 2.5984 2.1933 0.0 0.0 0.4
O -2.5602 3.5375 2.0376 0.1 0.0 -0.1
O -1.9553 1.3562 2.2007 0.0 0.1 0.1
H 3.3295 3.4304 3.5748 0.0 0.0 0.0
H 1.5544 5.0109 4.4375 0.0 0.0 0.0
H -0.8253 4.6201 3.7195 0.0 0.0 0.0
Se -2.8380 0.0974 -0.1035 0.0 0.0 0.0
N -1.3318 1.0533 -0.3444 0.1 0.1 0.0
C -1.6781 2.3060 -0.6743 0.0 0.0 -0.1
C -0.7992 3.4021 -0.8715 0.0 0.0 0.0
C -1.3424 4.6104 -1.1742 0.0 0.0 0.0
C -2.7502 4.7990 -1.3235 0.0 0.0 0.0
C -3.6158 3.7728 -1.1523 0.0 0.0 0.0
C -3.0944 2.4933 -0.8051 0.0 0.0 -0.1
N -3.8429 1.4236 -0.5805 0.0 -0.1 0.0
H 0.2726 3.2843 -0.7695 0.0 0.0 0.0
H -0.6911 5.4648 -1.3031 0.0 0.0 0.0
H -3.1171 5.7832 -1.5788 0.0 0.0 0.0
H -4.6851 3.8881 -1.2559 0.0 0.0 0.0
C 4.8502 -3.2881 0.5390 0.0 0.0 0.0
C 4.7440 -2.4824 -0.5873 0.0 0.0 0.0
C 3.5241 -1.9221 -0.9248 0.0 0.0 0.0
C 2.4156 -2.1963 -0.1328 0.0 0.0 0.0
C 2.5119 -2.9912 1.0026 0.0 -0.1 0.0
C 3.7401 -3.5438 1.3312 0.0 0.0 0.0
As 0.7366 -1.4085 -0.5594 -0.1 -0.1 -0.2
C -0.7430 -2.3506 0.1868 0.0 0.0 0.0
C -1.1360 -2.4246 1.5148 0.0 0.0 0.0
C -2.3219 -3.0792 1.8177 0.0 0.0 0.0
C -3.0880 -3.6330 0.7990 0.0 0.0 0.0
C -2.6978 -3.5355 -0.5311 0.0 0.0 0.0
C -1.5192 -2.8776 -0.8547 0.0 0.0 0.1
C -1.0285 -2.6014 -2.2245 0.1 0.0 0.0
C -1.6132 -3.0548 -3.3989 0.0 0.0 0.0
C -1.0662 -2.6971 -4.6235 0.0 0.0 0.0
C 0.0601 -1.8880 -4.6964 0.0 0.0 0.0
C 0.6633 -1.4304 -3.5334 0.0 0.0 0.0
C 0.1175 -1.8006 -2.3168 0.0 0.1 0.0
H 5.8079 -3.7155 0.8037 0.0 0.0 0.0
H 5.6146 -2.2820 -1.1965 0.0 0.0 0.0
H 3.4488 -1.2738 -1.7890 0.0 0.0 0.0
H 1.6446 -3.1949 1.6181 0.0 0.0 0.0
H 3.8292 -4.1714 2.2072 0.0 0.0 0.0
H -0.5557 -1.9598 2.3025 0.0 0.0 0.0
H -2.6553 -3.1412 2.8442 0.0 0.0 0.0
H -4.0140 -4.1361 1.0437 0.0 0.0 0.0
H -3.3265 -3.9548 -1.3052 0.0 0.0 0.0
H -2.4904 -3.6870 -3.3678 0.0 0.0 0.0
H -1.5269 -3.0530 -5.5352 0.0 0.0 0.0
H 0.4680 -1.6126 -5.6591 0.0 0.0 0.0
H 1.5379 -0.7952 -3.5878 0.0 0.0 0.0
```
Positions in Å, forces in eV/Å.

As for the molecular weight: 849.37 g/mol. For the energy relative to the best compared isomer or geometry (same formula, charge and spin), the calculation gives 13.2 kcal/mol. Its LUMO energy is -0.17780 Eh. Its net charge is +1. The calculation puts the gap between HOMO and LUMO at 6.451 eV. The spin multiplicity is 1.

Atom charges from the Löwdin analysis, given in e for atoms 1 to 4:
1 Au 1.15
2 O 0.15
3 C -0.53
4 O -0.22



6.
The following is a DFT calculation (the ωB97M-V functional and the def2-TZVPD basis) of 2 unconnected molecules or ions with the total composition C2H8N5 at a distorted geometry.

```
15
Properties=species:S:1:pos:R:3:forces:R:3
C 1.5990 -1.5241 0.1043 -0.1 0.6 -1.3
C 1.8007 -0.2478 0.2651 1.3 -1.1 0.0
N 1.2463 -0.5387 -1.0549 -2.0 0.6 0.7
N -1.5691 0.1006 0.2816 -0.7 -0.3 1.5
N 2.2970 0.8134 0.9422 -1.1 -5.2 1.5
N -2.7559 0.0959 0.8349 -3.5 0.4 0.6
N -1.4302 -0.2092 -0.9044 -0.9 0.1 -1.3
H 1.2587 -2.5543 0.0429 0.4 0.4 0.8
H 1.6722 -0.4625 -1.9991 0.4 -0.2 1.2
H 2.1863 0.6682 1.9457 0.4 0.9 -0.4
H 2.3340 1.6345 0.4943 0.1 3.8 -1.4
H -2.9020 0.3226 1.8925 0.8 -0.4 -3.0
H -3.6937 -0.0115 0.2112 2.9 0.2 1.8
H 0.1691 -0.4010 -0.9872 0.9 0.2 -1.5
H -2.3351 -0.3664 -1.4448 0.9 0.0 0.7
```
Positions in Å, forces in eV/Å.

As for the molecular weight: 102.12 g/mol. For the energy relative to the best compared isomer or geometry (same formula, charge and spin), the calculation gives 120.6 kcal/mol. Its LUMO energy is -0.09372 Eh. Its net charge is +1. The calculation puts the gap between HOMO and LUMO at 10.698 eV. The spin multiplicity is 1.

Atom charges from the Löwdin analysis, given in e for atoms 1 to 4:
1 C 0.14
2 C -0.30
3 N 0.11
4 N -0.18